P | C14H16O2 | ωB97M-V/def2-TZVPD

XYZ file:
```
32
Properties=species:S:1:pos:R:3:lowdin_charge:R:1
O 2.86944 -0.28205 0.95084 0.036
H -0.49276 -2.22940 -3.72881 0.064
H 0.90665 -3.09311 -4.12642 0.079
H -1.65040 0.41884 -0.51790 0.108
H -1.40937 3.82944 2.07330 0.113
C -2.37884 3.06177 -0.27586 -0.078
H 3.45156 -2.54987 0.19859 0.120
O -0.38208 -0.28985 3.72842 0.042
H -0.52885 2.49446 3.86488 0.109
H 2.42575 0.54809 1.12526 0.091
C 1.11009 -2.21322 -2.22677 -0.282
H -0.94673 -0.98384 1.36202 0.131
H -0.27638 -3.76545 -2.87194 0.074
C -0.66328 0.60999 2.73557 -0.330
C 1.31348 -0.19203 -0.86449 -0.031
C 2.56977 -2.23012 -0.34299 -0.012
C -0.87698 1.95697 2.99351 -0.019
C -1.48664 0.83521 0.46394 -0.045
H -3.14282 3.80240 -0.02561 0.076
C 0.23516 -2.90211 -3.27924 -0.056
H 1.01318 0.82651 -0.66676 0.107
C -1.36572 2.75653 1.95378 -0.043
H 2.25386 -3.93369 -1.56461 0.114
C 1.92983 -2.91623 -1.38721 -0.047
C 0.76362 -0.87244 -1.95529 -0.047
H -0.08423 -0.37415 -2.40876 0.102
H -1.73770 3.72667 -0.87971 0.082
C -0.89331 0.09670 1.47059 -0.037
H -2.87709 2.42681 -1.01938 0.074
C 2.19951 -0.93124 -0.06079 -0.322
H -0.10842 0.18330 4.53712 0.115
C -1.74031 2.18509 0.74472 -0.288
```

Net charge: 0
LUMO in eV: 0.72
SMILES: Cc1ccc(O)cc1.Cc1ccc(O)cc1
Gap between HOMO and LUMO in eV: 8.975
Highest occupied orbital energy in eV: -8.3

---

Q | C14H16O2 | ωB97M-V/def2-TZVPD

XYZ file:
```
32
Properties=species:S:1:pos:R:3:lowdin_charge:R:1
H 2.65270 -3.63994 -1.98622 0.145
H -4.86891 2.40869 0.61093 0.099
H -2.20821 -0.02166 -2.75473 0.122
H -0.85424 1.95485 2.15655 0.134
H -4.05645 1.68041 -1.62907 0.093
H 0.29856 -0.84621 0.44424 0.107
C 2.41221 -0.81957 0.74882 -0.034
C 1.25479 -1.26110 0.12176 -0.026
O 0.13299 -2.56453 -1.47087 0.058
C 4.90579 -0.84738 1.06245 -0.060
H -1.65005 1.71674 -3.04720 0.078
C -1.60728 0.89349 -2.33182 -0.070
C 1.31187 -2.21697 -0.86692 -0.335
C -2.91801 2.21183 1.52904 -0.345
H 5.37823 -1.73485 1.63621 0.107
C 2.51942 -2.79370 -1.20196 -0.039
H -0.11786 1.21116 -0.09252 0.103
C 3.67618 -2.36797 -0.56380 -0.075
C 3.64975 -1.37606 0.38788 -0.300
H -4.33099 2.84839 2.68603 0.120
O -3.38124 2.59557 2.73858 0.038
H 4.58569 -0.13639 1.81862 0.059
C -1.59056 1.88557 1.30881 -0.020
C -2.06126 1.37302 -1.01284 -0.306
H -0.57341 0.61146 -2.29143 0.055
C -3.84296 2.14095 0.47364 -0.012
H 4.66482 -2.88543 -0.83710 0.140
H 2.36121 -0.07975 1.53254 0.107
C -1.18018 1.46125 0.05307 -0.065
C -3.40808 1.73372 -0.80581 -0.024
H 0.31740 -3.06102 -2.23924 0.075
H 5.65745 -0.37713 0.43676 0.069
```

Net charge: 0
LUMO in eV: 0.85
SMILES: Cc1ccc(O)cc1.Cc1ccc(O)cc1
Gap between HOMO and LUMO in eV: 9.071
Highest occupied orbital energy in eV: -8.2

---

Unit: kcal/mol. Relative energies: P 8.5; Q 0.0.

---

P | C5H8OS | ωB97M-V/def2-TZVPD

XYZ file:
```
15
Properties=species:S:1:pos:R:3:lowdin_charge:R:1
H 2.23779 -0.12813 0.63883 0.090
H -1.07522 1.03689 0.09911 0.123
H 0.02226 0.93647 -2.21323 0.115
H 0.80223 2.00249 -0.89638 0.077
C -0.40567 0.27609 -0.22764 -0.383
H 1.25481 0.31999 -1.24721 0.027
H -0.54636 -0.34442 1.91147 0.121
C -1.12069 -0.89365 -0.89288 -0.181
C 1.45248 -0.12106 1.49324 -0.693
H -2.59488 -0.81480 0.33367 0.167
H -0.59929 -1.66094 -1.58309 0.152
C 0.20893 -0.17185 1.08920 -0.170
S 2.05605 -0.07017 3.10345 0.593
C 0.52689 1.02578 -1.18461 -0.053
O -2.21934 -1.39268 -0.42392 0.015
```

Net charge: 0
LUMO (alpha / beta) in eV: 0.49 / -1.84
Gap between HOMO and LUMO (alpha / beta) in eV: 9.241 / 5.190
Highest occupied orbital energy (alpha / beta) in eV: -8.8 / -7.0

---

Q | C5H8OS | ωB97M-V/def2-TZVPD

XYZ file:
```
15
Properties=species:S:1:pos:R:3:lowdin_charge:R:1
H -1.33910 2.41291 -0.12164 0.117
H -0.21763 -1.13201 0.73006 0.107
C -0.35803 -0.96352 -0.38945 -0.286
H 1.70983 0.35583 1.12452 -0.131
C -0.29675 1.60663 1.60462 -0.812
S 1.16127 0.86870 2.25722 0.852
H 0.78415 -1.27104 -2.23346 0.082
H 1.07170 -2.49518 -0.90535 0.083
H -1.21288 -1.61839 -0.59525 0.108
O -0.96181 2.14753 2.44784 -0.010
H 1.78592 -1.03389 -0.75644 0.048
C -0.71055 1.54696 0.16785 -0.073
H -1.46321 0.56045 -1.54581 0.121
C -0.82034 0.44801 -0.63330 -0.095
C 0.86743 -1.43297 -1.15141 -0.111
```

Net charge: 0
LUMO in eV: 0.36
SMILES: CC/C=C\C(=O)S
Gap between HOMO and LUMO in eV: 10.300
Highest occupied orbital energy in eV: -9.9

---

Unit: kcal/mol. Relative energies: P 78.6; Q 0.0.

---

P | C21H42Cl42 | ωB97M-V/def2-TZVPD

XYZ file:
```
105
Properties=species:S:1:pos:R:3:lowdin_charge:R:1
H -0.41322 1.03968 4.45664 -0.035
Cl -0.33602 -3.07250 -4.17069 0.555
H -5.77229 -4.79872 -1.94567 0.020
Cl 1.45627 0.21366 5.79582 0.444
Cl -7.34524 -2.99751 -1.55724 0.466
H -3.25700 3.47297 1.35015 -0.008
H -0.29132 -6.71880 1.19447 -0.039
C -2.47408 6.60421 -0.52407 -0.905
H 1.65198 -0.06997 -4.47648 -0.032
H 6.18712 -0.55098 5.87527 0.034
Cl 0.04049 -3.14371 4.88198 0.492
H -0.92186 0.81348 0.04371 -0.018
Cl -4.30237 1.92884 -0.25871 0.504
C 2.19366 -3.42626 -1.64016 -1.031
H -0.15228 2.06563 5.82310 0.015
Cl 4.29697 -1.28136 -0.03404 0.497
Cl -5.54079 4.11085 1.05708 0.481
Cl -0.22786 3.70637 1.08111 0.509
H 0.56583 4.19979 -1.03192 -0.042
H -3.35073 2.00261 -2.95497 -0.012
H -3.85882 -1.13419 1.51643 0.017
H 6.11207 4.19948 0.26938 0.006
Cl 2.37011 3.50244 4.44077 0.508
Cl 6.13514 -1.94827 3.94211 0.515
Cl 3.77071 -4.16302 -1.90875 0.526
Cl -5.40325 -4.33832 2.16244 0.545
H -0.95837 -7.69391 -1.98855 0.037
C -0.15755 1.01978 5.51604 -0.943
Cl -0.86262 -5.37037 -1.28558 0.525
H -3.04692 1.46506 -4.56846 0.032
C 4.93273 0.16880 0.76597 -1.043
C 0.70745 -6.92674 1.57829 -1.006
Cl 5.58370 1.26473 -0.44170 0.530
Cl -4.15337 -0.21765 -3.38783 0.547
Cl -3.13116 5.03321 -4.63854 0.509
H 0.30321 0.41205 -1.15486 -0.065
Cl 2.19516 -2.25959 3.12812 0.520
Cl 2.97195 2.91038 7.15501 0.490
H 1.82699 3.56346 0.07882 -0.042
C -3.02180 1.13663 -3.52942 -0.977
Cl 2.03216 -1.74820 -2.36889 0.443
Cl 0.47292 -6.90100 3.34805 0.498
H -2.36614 -1.95940 -4.58103 -0.010
Cl -0.41049 -1.45992 0.08373 0.550
H 4.54253 3.25143 5.41872 -0.014
Cl -3.57140 6.88466 0.89064 0.474
H 2.56904 3.48801 -4.57044 -0.017
H 5.74586 -0.13893 1.42341 -0.009
C -0.00243 0.25166 -0.12096 -1.006
C 0.48442 -2.36642 3.33509 -1.092
Cl 2.47756 2.50700 -2.43302 0.523
Cl 4.37833 4.47763 1.82402 0.486
H 1.96556 -3.33666 -0.57807 -0.032
H 3.76594 4.73069 5.91461 0.033
H 1.11071 -7.88894 1.26265 0.032
Cl -4.41661 -3.08278 -1.13512 0.502
C -3.20659 -1.20801 2.38663 -1.025
Cl 1.56481 5.94897 0.13857 0.536
Cl -0.63974 3.99818 -3.61871 0.496
C 1.01722 4.28282 -0.04326 -1.065
C 5.48685 -0.71623 5.05647 -0.948
H -5.60451 -3.40361 -3.11100 -0.002
C 3.22979 3.49419 -3.70356 -0.944
C -4.20106 2.95478 1.18183 -1.033
C -4.17983 -5.52940 1.90671 -1.069
C -5.74751 -3.71692 -2.07684 -0.989
H -1.32645 -6.65785 -3.30345 0.017
Cl 0.61752 1.74872 -5.77189 0.498
C -2.03453 -2.80556 -3.97924 -1.023
H -1.31592 4.02187 -5.77904 0.002
Cl -3.18630 -6.94380 -1.99848 0.521
H -4.17655 -6.26167 2.71409 0.038
H 1.46455 -4.10330 -2.08527 -0.046
H 0.56936 -0.56315 -5.71213 -0.001
Cl 5.11877 0.83132 4.20411 0.522
Cl 3.43411 5.21078 -3.15415 0.505
H 4.67483 4.65982 -0.56300 -0.024
Cl 2.74482 -0.06618 -6.62232 0.503
Cl -2.62461 -4.78131 1.77365 0.548
H -2.64920 7.25367 -1.38176 0.032
Cl -4.33633 -1.37453 3.73195 0.512
Cl 1.81466 -5.65664 1.01380 0.521
H 0.10687 -1.34570 3.27445 -0.027
C -1.46750 -6.76021 -2.22747 -1.002
Cl 1.35628 0.82098 0.94267 0.517
H 0.10094 -2.99923 2.53472 -0.020
H 4.52307 -0.99383 5.48328 0.011
H 4.11861 0.69339 1.26608 -0.030
Cl -3.03322 -4.28222 -4.43787 0.488
C 3.57639 3.68329 5.67985 -1.048
H -4.43303 -6.14078 1.04056 0.021
Cl -2.81653 4.95709 -1.15562 0.451
H 4.14246 2.98045 -4.00554 0.040
Cl 5.76460 6.57531 0.24105 0.500
Cl -2.19014 0.20942 2.58180 0.573
H -0.95066 5.70591 -5.26872 0.041
C 5.25560 4.87048 0.33501 -1.041
C 1.36199 0.15519 -5.50279 -1.012
C -1.41477 4.76149 -4.98450 -1.005
H -4.52147 2.38292 2.05271 0.009
H -1.43251 6.64992 -0.20603 0.000
H -2.58979 -2.10652 2.40498 -0.035
Cl -1.53310 0.17031 6.34962 0.468
H -2.12984 -2.62902 -2.90786 -0.028
Cl -1.40257 0.59367 -3.02296 0.560
```

Net charge: 0
LUMO in eV: 0.12
Gap between HOMO and LUMO in eV: 10.418
Highest occupied orbital energy in eV: -10.3

---

Q | C21H42Cl42 | ωB97M-V/def2-TZVPD

XYZ file:
```
105
Properties=species:S:1:pos:R:3:lowdin_charge:R:1
Cl -0.58627 -0.68807 -3.71426 0.497
H 5.18090 -2.68354 1.61809 -0.005
H -4.26109 -0.91785 -1.15019 -0.016
C 2.57939 -0.85265 -4.58152 -0.978
H 0.18498 4.53037 0.24406 -0.030
Cl 0.83617 -3.02807 -1.23050 0.492
Cl -5.36534 1.49066 -5.30037 0.520
C -5.15077 -0.69339 -0.45981 -1.020
Cl 4.30949 -1.31276 -4.78240 0.492
H -4.37942 3.09712 -3.97988 -0.020
H -4.74776 3.18128 0.87347 -0.021
Cl 1.35837 -0.26755 5.27644 0.572
Cl -1.65261 -0.56349 -0.67207 0.476
H -1.53796 1.65788 0.26532 0.007
Cl 3.21980 4.07235 1.76674 0.517
C 1.92046 5.77471 4.43739 -1.055
H 0.20036 0.06380 -5.68699 -0.078
H 1.98207 -5.26774 5.79801 0.061
H 1.36307 -4.25393 0.73970 -0.081
C -0.80996 0.91061 -0.07570 -0.898
H -0.06923 0.51240 0.62580 -0.006
Cl -0.47163 3.11683 -6.24032 0.532
C 2.96292 0.38229 2.40829 -1.072
C -4.51405 2.03810 -3.84557 -0.993
Cl -7.32109 -1.26545 2.50940 0.491
C -0.34015 3.71460 -4.59210 -1.007
H 0.51700 4.42521 -4.52982 0.018
Cl 0.17950 2.90687 2.82751 0.454
Cl 5.39473 -4.06737 -0.28504 0.500
H 0.92781 -6.00306 -6.32663 -0.004
H -2.47229 -3.95532 -4.12075 0.019
Cl 2.23291 -1.13906 1.98094 0.497
H 1.62533 5.39878 3.49314 -0.071
H 2.58848 6.63402 4.50029 0.026
C -6.35161 -2.22648 3.65685 -1.007
Cl -2.13705 1.35591 3.91590 0.516
Cl 0.80864 -0.82931 8.04398 0.517
H 1.47250 -4.38963 -6.83124 0.013
Cl -1.03979 -1.92737 -6.34282 0.505
Cl 0.18646 -5.79642 -0.53776 0.485
Cl -0.61696 -2.86528 2.58877 0.514
Cl 4.75259 0.27638 2.40155 0.488
C 1.52202 -5.18209 -6.12340 -1.002
C 1.35503 -4.42291 -0.28069 -0.982
H -5.33531 -2.23944 3.21733 -0.042
H 2.33624 -4.68406 -0.68822 0.007
H 5.99318 1.06253 -1.33384 0.036
H 4.34866 6.00561 1.22669 0.018
H -6.49661 -1.76992 4.64582 0.034
Cl -3.60371 4.05658 -1.08476 0.544
H -1.54153 0.31758 -5.58664 -0.020
C -0.91519 2.58305 4.29435 -0.935
Cl 4.33877 2.69880 -1.97010 0.532
H -4.89699 4.92736 0.64340 0.023
Cl -6.85341 -3.93062 3.69979 0.491
Cl 0.47588 6.23478 5.37773 0.501
C 4.40019 5.02453 0.82697 -0.984
C -2.78625 -3.46398 -3.19190 -1.051
H -1.40231 3.53020 4.45835 -0.006
H 1.97661 -1.55451 -5.15795 0.000
H -0.31054 2.40568 5.21385 0.037
H 5.33671 0.84038 -2.96394 0.021
Cl -1.81596 4.71322 -4.24679 0.481
Cl 2.84682 4.51017 5.19433 0.509
Cl 0.15354 -3.75881 5.92189 0.511
Cl 6.03384 4.34860 0.86618 0.516
H -1.98551 -2.83457 -2.77338 -0.040
C 0.04040 5.14621 -0.62057 -1.027
Cl -6.52491 -0.16826 -1.45620 0.530
H -5.48971 -1.57097 -0.01070 -0.047
H -5.17596 1.81745 -2.99810 -0.021
C -4.21300 4.09669 0.57745 -1.020
C 5.04524 1.09658 -1.90578 -1.015
Cl 2.45514 0.75015 -5.35356 0.531
Cl 3.69172 -4.40576 2.14009 0.548
C -0.73579 -0.39906 -5.42582 -1.006
H 1.66929 -4.35709 4.20440 -0.022
C 5.18565 -3.77739 1.47448 -0.991
H -2.34332 -4.33979 3.01810 0.019
H -0.22726 2.83868 -3.93244 -0.023
Cl -4.71811 0.55155 0.77104 0.492
Cl 3.19626 -5.70167 -6.00339 0.520
H 5.98710 -4.33287 2.03411 0.046
Cl 0.01760 6.77250 0.05509 0.529
Cl -3.42368 -2.90749 1.51080 0.544
Cl 0.98635 -4.58516 -4.55017 0.494
Cl -2.91490 4.36216 1.71163 0.541
Cl 0.14377 1.74218 -1.37378 0.496
H 2.28192 -0.84531 -3.56181 -0.029
Cl -4.01095 -2.33517 -3.71699 0.517
Cl -3.52764 -4.57416 -2.02342 0.503
H 4.11685 4.97287 -0.22676 -0.032
Cl 0.44101 -6.28802 4.32886 0.540
Cl 4.06122 -0.19824 -1.16465 0.496
H 2.88509 -0.30781 7.15635 0.034
C -2.01446 -3.81744 2.13781 -0.972
C 2.02673 -0.85140 6.77943 -1.045
H 2.34660 -1.87789 6.60106 0.005
Cl -2.94153 1.21189 -3.50572 0.486
Cl 1.41897 4.92780 -1.71416 0.512
H -0.77604 4.96850 -1.20823 -0.064
H 2.64957 0.72106 3.39734 -0.052
H -1.61079 -4.51419 1.33747 0.018
H 2.67824 1.11463 1.59299 0.008
C 1.19029 -4.90029 5.05270 -1.091
```

Net charge: 0
LUMO in eV: 0.14
Gap between HOMO and LUMO in eV: 10.658
Highest occupied orbital energy in eV: -10.5

---

Unit: kcal/mol. Relative energies: P 1.5; Q 0.0.

---

P | CH5OPS2 | ωB97M-V/def2-TZVPD

XYZ file:
```
10
Properties=species:S:1:pos:R:3:lowdin_charge:R:1
H 0.02504 -0.13328 1.91154 -0.049
S 1.87104 -1.32197 -0.14365 0.361
C -0.46775 1.74660 -0.23009 0.055
H 0.46200 2.11320 -0.31230 -0.056
P -0.25083 -0.97670 -0.05294 0.052
H 1.94651 -1.98287 -1.37696 -0.146
H -0.92247 1.72260 -1.13535 -0.053
H -0.93560 1.99897 0.75455 0.032
S -1.38014 -2.32485 -0.98244 0.127
O -0.34781 -0.84171 1.56764 -0.323
```

Net charge: 0
LUMO (alpha / beta) in eV: -1.24 / -1.22
Gap between HOMO and LUMO (alpha / beta) in eV: 7.359 / 7.364
Highest occupied orbital energy (alpha / beta) in eV: -8.6 / -8.6

---

Q | CH5OPS2 | ωB97M-V/def2-TZVPD

XYZ file:
```
10
Properties=species:S:1:pos:R:3:lowdin_charge:R:1
H -3.85717 1.14198 -1.17359 -0.007
H 0.98189 -0.54668 -1.69267 -0.260
P -1.25129 -0.85198 -2.55533 0.474
H -4.03553 1.52849 0.67167 0.071
H -3.19438 2.51951 -0.70155 -0.054
H -1.73176 -0.19861 -4.86014 0.070
S 0.83822 -1.11698 -2.83108 0.340
C -3.45815 1.62509 -0.30510 -0.528
S -1.81120 0.91186 -0.49369 0.365
O -1.93572 -0.11976 -3.90015 -0.472
```

Net charge: 0
LUMO (alpha / beta) in eV: -0.96 / -1.18
Gap between HOMO and LUMO (alpha / beta) in eV: 7.177 / 6.607
Highest occupied orbital energy (alpha / beta) in eV: -8.1 / -7.8

---

Unit: kcal/mol. Relative energies: P 0.0; Q 8.0.